one:
Computed, not measured: a 2-piece molecular cluster, C3H7NS2 overall, with ωB97M-V/def2-TZVPD.

Properties
Kohn-Sham gap (spin up / spin down) in eV: 7.577 / 7.578
LUMO (spin up / spin down) in eV: 0.368 / 0.369
Spin multiplicity: 1

Geometry (Å):
1 S -2.163 0.469 -0.818
2 S 1.689 -1.265 -0.681
3 N -1.630 -1.310 1.126
4 C 1.017 0.094 0.194
5 C 0.904 1.411 -0.461
6 C -1.335 -0.394 0.240
7 H 1.747 1.629 -1.116
8 H 0.816 2.197 0.288
9 H -2.575 -1.654 1.257
10 H 1.211 0.021 1.250
11 H 1.233 -0.904 -1.880
12 H -0.010 1.441 -1.079
13 H -0.905 -1.734 1.683

two:
Computed, not measured: one molecule with the formula C3H7NS2, with ωB97M-V/def2-TZVPD.

Properties
SMILES string: SCC/C=N/S
Kohn-Sham gap in eV: 9.858
LUMO in eV: 0.810
Spin multiplicity: 1

Geometry (Å):
1 S -1.370 0.188 3.085
2 S 1.047 0.074 -3.144
3 N 1.159 -0.527 -1.485
4 C 0.301 -0.005 -0.700
5 C -1.020 0.219 1.338
6 C 0.355 -0.134 0.787
7 H -0.719 -0.987 3.402
8 H 1.841 -0.902 -3.540
9 H 1.124 0.593 1.141
10 H 0.684 -1.148 1.052
11 H -1.343 1.253 1.043
12 H -1.790 -0.386 0.854
13 H -0.555 0.591 -1.165

three:
Computed, not measured: C3H7NS2 as an isolated structure, with ωB97M-V/def2-TZVPD.

Properties
Kohn-Sham gap in eV: 8.592
LUMO in eV: -0.550
Spin multiplicity: 1

Geometry (Å):
1 S -0.889 0.069 -1.004
2 S 1.696 -1.597 -0.208
3 N -0.988 2.418 1.143
4 C -0.964 -0.016 0.718
5 C 0.774 -0.744 -1.185
6 C -0.375 1.126 1.519
7 H -0.536 -1.007 1.147
8 H -0.776 0.718 2.419
9 H 0.907 -0.508 -2.188
10 H 0.276 3.141 1.241
11 H -1.173 2.044 -0.074
12 H 0.732 1.006 1.665
13 H -2.023 -0.064 0.889

four:
Computed, not measured: one molecule with the formula C3H7NS2, with ωB97M-V/def2-TZVPD.

Properties
SMILES string: CNC(=S)SC
Kohn-Sham gap in eV: 9.093
LUMO in eV: 0.711
Spin multiplicity: 1

Geometry (Å):
1 S 0.843 0.983 -1.107
2 S -0.171 -1.625 -0.123
3 N -0.630 0.729 1.020
4 C -1.368 0.041 2.044
5 C 1.485 -0.159 -2.260
6 C -0.076 -0.010 0.026
7 H 2.206 -0.815 -1.733
8 H 0.689 -0.747 -2.776
9 H -0.473 1.738 1.013
10 H -0.667 -0.662 2.583
11 H -1.736 0.724 2.728
12 H 2.049 0.338 -3.024
13 H -2.152 -0.536 1.610

Most stable of them? four.

one:
Computed, not measured: a 2-piece molecular cluster, C11H12NO2 overall, with ωB97M-V/def2-TZVPD.

Properties
Kohn-Sham gap in eV: 7.538
LUMO in eV: 3.143
Total charge: -1
Spin multiplicity: 1

Geometry (Å):
1 O -2.413 -1.764 0.869
2 O -2.810 -1.290 3.015
3 N -0.701 -0.377 -0.913
4 C 0.776 0.530 -2.503
5 C 2.366 2.365 0.562
6 C 1.429 0.833 -3.785
7 C -0.429 -0.240 -2.307
8 C 1.473 1.695 1.470
9 C -1.023 -2.935 2.407
10 C 1.219 1.041 -1.231
11 C 0.196 0.546 -0.319
12 C 2.310 1.846 -0.734
13 C 0.476 0.837 1.045
14 C -2.254 -1.889 2.121
15 H 0.911 1.536 -4.390
16 H -1.096 -0.770 -2.946
17 H 1.447 -0.016 -4.427
18 H -1.370 -0.760 -0.459
19 H 2.442 1.326 -3.691
20 H 1.458 1.826 2.545
21 H -1.079 -3.740 1.594
22 H -0.127 -2.400 2.233
23 H -0.295 0.647 1.707
24 H 3.293 2.807 0.875
25 H 2.951 2.234 -1.426
26 H -1.084 -3.394 3.337

two:
Computed, not measured: a 2-piece molecular cluster, C11H12NO2 overall, with ωB97M-V/def2-TZVPD.

Properties
Kohn-Sham gap in eV: 7.885
LUMO in eV: 3.291
Total charge: -1
Spin multiplicity: 1

Geometry (Å):
1 O 0.066 -1.635 -2.916
2 O -1.915 -0.575 -2.934
3 N 0.411 -0.640 -0.044
4 C 1.896 -0.118 1.576
5 C -0.247 0.176 0.826
6 C 0.582 0.369 1.949
7 C 0.034 0.927 3.106
8 C 1.686 -0.822 0.432
9 C -1.533 0.728 0.734
10 C -1.174 1.595 3.007
11 C -1.943 1.451 1.832
12 C -0.361 -0.198 -4.748
13 C 3.028 -0.116 2.582
14 C -0.784 -0.818 -3.394
15 H -1.291 -0.064 -5.307
16 H 0.510 0.915 4.081
17 H 3.651 -1.000 2.513
18 H 3.620 0.777 2.363
19 H -2.936 1.892 1.808
20 H -2.037 0.617 -0.210
21 H -1.650 2.217 3.752
22 H 2.353 -1.421 -0.165
23 H 0.229 -0.908 -5.320
24 H 0.118 -0.955 -0.961
25 H 0.064 0.793 -4.597
26 H 2.601 0.021 3.573

three:
Computed, not measured: a 2-piece molecular cluster, C11H12NO2 overall, with ωB97M-V/def2-TZVPD.

Properties
Kohn-Sham gap in eV: 7.604
LUMO in eV: 3.238
Total charge: -1
Spin multiplicity: 1

Geometry (Å):
1 O -1.899 -2.085 1.747
2 O -1.676 -1.786 3.916
3 N -0.810 -0.859 -0.266
4 C -2.723 -0.079 2.521
5 C -1.107 -0.584 -1.597
6 C 0.572 -0.588 0.014
7 C -0.028 1.126 -3.305
8 C 3.076 0.680 -0.207
9 C -0.145 0.244 -2.102
10 C 1.019 0.068 -1.214
11 C 2.644 0.199 1.089
12 C 2.293 0.643 -1.317
13 C 1.409 -0.350 1.241
14 C -2.069 -1.420 2.757
15 H 1.213 1.144 -3.359
16 H -0.359 2.150 -3.072
17 H 3.319 0.309 1.939
18 H -1.244 -1.389 0.393
19 H 2.687 1.155 -2.226
20 H -0.417 0.797 -4.254
21 H -3.333 0.354 3.356
22 H -2.012 0.634 2.395
23 H -3.379 -0.100 1.693
24 H -2.008 -0.875 -2.081
25 H 4.060 1.122 -0.266
26 H 0.916 -0.508 2.202

Most stable of them? two.

one:
Computed, not measured: one molecule with the formula C2H8NOPS2, with ωB97M-V/def2-TZVPD.

Properties
SMILES string: CCN[P@@](O)(=S)S
Kohn-Sham gap in eV: 9.156
LUMO in eV: 0.236
Spin multiplicity: 1

Geometry (Å):
1 S 1.281 -2.852 0.163
2 S -0.046 -0.697 2.788
3 P 1.093 -0.957 1.169
4 O 2.638 -0.757 1.613
5 N 1.224 0.190 -0.168
6 C -1.304 0.317 -0.419
7 C 0.118 0.174 -1.124
8 H -0.032 -3.251 0.051
9 H -2.176 0.107 -1.090
10 H 0.067 -0.817 -1.468
11 H -1.406 -0.331 0.378
12 H -1.574 1.316 -0.005
13 H 1.622 1.000 0.236
14 H 0.192 0.971 -1.889
15 H 3.198 -0.513 0.871

two:
Computed, not measured: one molecule with the formula C2H8NOPS2, with ωB97M-V/def2-TZVPD.

Properties
SMILES string: COP(N)#S(C)=S
Kohn-Sham gap in eV: 7.956
LUMO in eV: 0.287
Spin multiplicity: 1

Geometry (Å):
1 S 0.064 1.432 -1.198
2 S 0.159 2.966 0.112
3 P 1.504 -0.368 -0.370
4 O 0.460 -0.908 0.741
5 N 2.249 0.730 0.495
6 C -0.322 -2.049 0.726
7 C -1.671 0.819 -0.972
8 H 1.640 1.427 0.848
9 H -1.625 0.055 -0.023
10 H -1.944 0.322 -1.854
11 H 3.182 0.989 0.184
12 H -1.324 -1.777 1.008
13 H -2.299 1.662 -0.734
14 H -0.355 -2.515 -0.273
15 H 0.281 -2.786 1.309

Most stable of them? one.

one:
Computed, not measured: a 2-piece molecular cluster, C3H11N3 overall, with ωB97M-V/def2-TZVPD.

Properties
Kohn-Sham gap (spin up / spin down) in eV: 8.959 / 8.375
LUMO (spin up / spin down) in eV: -11.265 / -11.756
Total charge: +2
Spin multiplicity: 1

Geometry (Å):
1 N -0.248 -0.719 0.515
2 N -1.276 0.091 -0.155
3 N 1.525 0.455 0.454
4 C -0.164 -1.952 0.012
5 C -1.277 1.505 0.164
6 C 2.515 0.422 -0.268
7 H -0.881 -2.030 -0.835
8 H 1.352 0.864 1.314
9 H 0.827 -2.075 -0.441
10 H -2.167 -0.292 0.243
11 H -1.365 -0.109 -1.315
12 H -0.480 2.005 -0.552
13 H 2.647 -0.211 -1.135
14 H -0.174 -2.757 0.758
15 H -1.007 1.432 1.186
16 H -2.345 1.881 -0.043
17 H 3.504 0.950 -0.098

two:
Computed, not measured: an isolated ion of composition C3H11N3 and charge +2, with ωB97M-V/def2-TZVPD.

Properties
SMILES string: CNC[N+](C)=[NH2+]
Kohn-Sham gap (spin up / spin down) in eV: 6.365 / 10.132
LUMO (spin up / spin down) in eV: -12.537 / -10.688
Total charge: +2
Spin multiplicity: 1

Geometry (Å):
1 N -0.194 -1.045 -0.982
2 N -0.602 1.308 0.781
3 N 0.725 -0.564 -0.206
4 C 1.844 -1.351 0.326
5 C 0.553 1.065 -0.141
6 C -1.841 0.799 0.403
7 H -0.095 1.125 -1.054
8 H 1.793 -2.434 0.631
9 H -2.291 0.295 1.314
10 H -2.097 0.265 -0.546
11 H -0.535 -0.288 -1.581
12 H 2.187 -0.798 1.187
13 H -2.355 1.861 0.134
14 H -0.580 1.412 1.817
15 H 1.425 1.667 0.025
16 H 2.539 -1.435 -0.519
17 H -0.477 -1.882 -1.589

Most stable of them? one.